Arrangement i

Here is a 2-piece molecular cluster, C5H5NO overall from the OMol25 dataset. Energies are from ωB97M-V with the def2-TZVPD basis set.

As for the spin multiplicity: 3. As for the charge: 0. For the frontier orbital gap (alpha / beta), the calculation gives 0.223 / 0.193 Eh. The expectation value of S² is 2.02.

Last column: Löwdin spin population.
Cartesian coordinates (Å):
C 1.54 -0.42 1.01  0.1807
C 1.91 -0.36 -1.46  0.7613
C 1.54 -0.38 -0.32  0.5485
C -1.67 -0.59 0.18  0.0542
C -1.20 0.56 -0.29  0.0174
N 1.67 -0.35 2.11  0.3575
O -0.78 1.70 0.44  0.0138
H 2.09 -0.15 -2.46  0.0609
H -1.82 -0.64 1.28  0.0032
H -1.82 -1.50 -0.38  0.0008
H -1.07 0.74 -1.37  0.0006
H -0.40 1.39 1.26  0.0010

Arrangement ii

Here is one molecule with the formula C5H5NO from the OMol25 dataset. Energies are from ωB97M-V with the def2-TZVPD basis set.

As for the spin multiplicity: 3. As for the charge: 0. For the frontier orbital gap (alpha / beta), the calculation gives 0.221 / 0.278 Eh. The expectation value of S² is 2.02.

Last column: Löwdin spin population.
Cartesian coordinates (Å):
C 1.43 0.13 -0.24  0.1724
C 2.70 0.35 -0.01  0.2174
C -1.65 0.84 -0.28  0.1496
C -1.45 -0.31 0.41  0.0867
C -0.44 -1.27 -0.07  0.5464
N 0.81 -1.07 -0.13  0.5738
O 3.80 0.59 0.26  0.1753
H 1.08 1.14 -0.17  0.0136
H -2.57 1.37 0.15  0.0105
H -0.98 1.05 -1.11  0.0072
H -1.91 -0.53 1.36  0.0089
H -0.81 -2.29 -0.18  0.0380

arrangement ii is the most stable structure; the next one sits 251.1 kJ/mol above it.

Arrangement i

Here is a 2-piece molecular cluster, H3N2O2P overall from the OMol25 dataset. Energies are from ωB97M-V with the def2-TZVPD basis set.

As for the charge: 0. As for the structure (SMILES): [H]/N=P/[H].O=NO. For the frontier orbital gap, the calculation gives 0.328 Eh.

Last column: Löwdin charge in e.
Cartesian coordinates (Å):
H 0.32 0.10 1.06  -0.1180
N 0.97 0.78 0.75  -0.3833
P 2.15 0.20 0.00  0.6893
H 2.91 1.28 -0.45  -0.1787
O -0.89 -1.28 0.49  -0.0232
N -1.95 -1.27 0.00  -0.0680
O -2.08 -0.24 -0.86  0.0002
H -1.41 0.43 -0.99  0.0818

Arrangement ii

Here is a 2-piece molecular cluster, H3N2O2P overall from the OMol25 dataset. Energies are from ωB97M-V with the def2-TZVPD basis set.

As for the charge: 0. For the frontier orbital gap (alpha / beta), the calculation gives 0.359 / 0.191 Eh.

Last column: Löwdin charge in e.
Cartesian coordinates (Å):
N -1.96 -0.11 0.12  -0.3704
N 2.70 -0.70 0.20  -0.1993
O 3.65 0.01 0.06  0.0427
O 1.52 -0.40 0.39  -0.1114
P -0.86 1.13 0.39  0.7143
H -2.49 -0.66 0.75  0.0106
H -1.84 -0.54 -0.81  0.0278
H -0.72 1.27 -1.09  -0.1141

Arrangement iii

Here is a 2-piece molecular cluster, H3N2O2P overall from the OMol25 dataset. Energies are from ωB97M-V with the def2-TZVPD basis set.

As for the charge: 0. As for the structure (SMILES): [H]/N=P/[H].O=NO. For the frontier orbital gap, the calculation gives 0.318 Eh.

Last column: Löwdin charge in e.
Cartesian coordinates (Å):
H 1.48 -0.11 1.61  -0.0218
N 1.21 0.21 0.69  -0.4216
P 2.28 0.62 -0.41  0.7631
H 1.23 0.95 -1.34  -0.1383
O -1.92 -0.24 -1.46  -0.0389
N -2.29 -0.65 -0.36  -0.1137
O -1.50 -0.43 0.72  -0.0557
H -0.51 -0.35 0.55  0.0269

arrangement iii is the most stable structure; the next one sits 29.3 kJ/mol above it.

Arrangement i

Here is one molecule with the formula C8H7N3O from the OMol25 dataset. Energies are from ωB97M-V with the def2-TZVPD basis set.

As for the charge: 0. As for the structure (SMILES): O=c1[nH]ncn1-c1ccccc1. For the frontier orbital gap, the calculation gives 0.333 Eh.

Last column: Löwdin charge in e.
Cartesian coordinates (Å):
O 1.91 2.01 0.55  0.1046
C 2.13 0.90 0.27  -0.4901
N 3.40 0.26 0.09  0.0212
N 3.28 -1.12 -0.22  0.0505
C 1.96 -1.21 -0.24  -0.2535
N 1.23 -0.18 -0.08  0.0545
C -0.26 -0.14 0.06  -0.2313
C -0.78 1.16 -0.41  0.0474
C -2.17 1.29 -0.26  -0.0934
C -2.94 0.19 0.02  -0.0863
C -2.32 -1.08 0.39  0.0023
C -0.90 -1.08 0.43  -0.1116
H 4.36 0.86 0.08  0.2200
H 1.32 -2.11 -0.69  0.1759
H 0.12 1.69 -0.74  0.1081
H -2.83 2.42 -0.35  0.1859
H -3.89 0.13 -0.30  0.0614
H -2.98 -1.77 0.59  0.0422
H -0.62 -2.21 0.82  0.1922

Arrangement ii

Here is one molecule with the formula C8H7N3O from the OMol25 dataset. Energies are from ωB97M-V with the def2-TZVPD basis set.

As for the charge: 0. As for the structure (SMILES): Nc1oncc1-c1cccnc1. For the frontier orbital gap, the calculation gives 0.330 Eh.

Last column: Löwdin charge in e.
Cartesian coordinates (Å):
N 0.20 -1.77 2.21  0.1555
C -0.85 -1.54 1.35  -0.3477
O -2.01 -2.21 1.44  0.0217
N -2.93 -1.59 0.55  0.0618
C -2.29 -0.70 -0.13  -0.0870
C -0.92 -0.62 0.35  -0.1273
C 0.15 0.28 -0.20  -0.1504
C -0.23 1.46 -0.87  -0.0287
C 0.78 2.13 -1.57  -0.0588
C 2.09 1.63 -1.55  -0.1536
N 2.48 0.53 -0.89  0.0599
C 1.50 -0.10 -0.22  -0.1015
H 0.85 -1.03 2.33  0.0874
H -0.04 -2.33 3.04  0.1247
H -2.71 -0.06 -0.91  0.1260
H -1.25 1.83 -0.91  0.1111
H 0.54 3.00 -2.15  0.0967
H 2.86 2.12 -2.15  0.0996
H 1.78 -1.04 0.28  0.1107

arrangement ii is the most stable structure; the next one sits 305.6 kJ/mol above it.

Arrangement i

Here is a 3-piece molecular cluster, C4H14O2S overall from the OMol25 dataset. Energies are from ωB97M-V with the def2-TZVPD basis set.

As for the charge: 0. As for the structure (SMILES): CCCSC.O.O. For the frontier orbital gap, the calculation gives 0.332 Eh.

Last column: Löwdin charge in e.
Cartesian coordinates (Å):
C 1.72 -0.20 2.63  -0.1231
C 0.96 -0.73 1.41  -0.3114
C 1.39 0.03 0.15  -0.4949
S 0.18 0.26 -1.27  0.7537
C 0.02 -1.49 -1.67  -0.4393
H 2.78 -0.45 2.74  0.0719
H 1.11 -0.50 3.49  0.0705
H 1.71 0.89 2.69  0.0708
H 1.11 -1.79 1.26  0.0952
H -0.09 -0.50 1.58  0.0990
H 1.70 1.05 0.39  0.0605
H 2.21 -0.47 -0.38  0.0645
H 0.91 -1.88 -2.16  0.0287
H -0.85 -1.69 -2.30  0.0333
H -0.21 -2.08 -0.77  0.0217
O -3.07 -3.48 0.24  -0.0709
H -2.64 -3.03 0.99  0.0333
H -3.85 -3.79 0.74  0.0365
O -0.66 5.12 -0.36  -0.0698
H -0.91 5.93 0.12  0.0353
H -0.15 5.46 -1.11  0.0344

Arrangement ii

Here is a 3-piece molecular cluster, C4H14O2S overall from the OMol25 dataset. Energies are from ωB97M-V with the def2-TZVPD basis set.

As for the charge: 0. As for the structure (SMILES): CCCCS.O.O. For the frontier orbital gap, the calculation gives 0.355 Eh.

Last column: Löwdin charge in e.
Cartesian coordinates (Å):
C -2.17 -1.81 0.80  -0.1126
C -0.88 -1.73 -0.05  -0.2646
C 0.21 -0.68 0.44  -0.3329
C 1.62 -1.14 0.12  -0.5490
S 2.78 0.35 -0.06  0.6330
H -2.89 -2.67 0.37  0.1125
H -2.78 -0.89 0.82  0.0415
H -1.92 -2.04 1.84  0.0619
H -0.26 -2.65 0.03  0.0902
H -0.97 -1.58 -1.17  0.1204
H -0.09 0.21 -0.15  0.0592
H 0.05 -0.51 1.53  0.1139
H 1.90 -1.98 0.80  0.0806
H 1.54 -1.68 -0.87  0.0861
H 2.48 0.87 1.19  -0.1301
O -0.27 1.94 -1.48  -0.0937
H 0.36 2.56 -0.95  0.0951
H -0.23 2.39 -2.30  0.0072
O -3.27 1.92 0.26  -0.0843
H -3.13 2.54 1.01  0.0494
H -2.79 1.17 0.67  0.0162

arrangement i is the most stable structure; the next one sits 57.8 kJ/mol above it.

Arrangement i

Here is one molecule with the formula C7H6 from the OMol25 dataset. Energies are from ωB97M-V with the def2-TZVPD basis set.

As for the charge: 0. As for the structure (SMILES): C1=C=C2C[C@H]2CC=1. For the frontier orbital gap (alpha / beta), the calculation gives 0.296 / 0.296 Eh.

Last column: Löwdin charge in e.
Cartesian coordinates (Å):
C 2.11 0.09 0.10  -0.0610
C 1.46 -1.08 0.06  0.0430
C 0.27 -1.56 -0.16  -0.1133
C -1.10 -1.56 0.35  -0.0284
C -0.65 -0.26 -0.41  -0.1787
C -0.11 1.09 -0.09  -0.1787
C 1.47 1.23 0.09  -0.1050
H -1.80 -2.05 -0.13  0.0426
H -1.34 -1.50 1.37  0.1049
H -0.92 -0.16 -1.48  0.1358
H -0.58 1.63 0.89  0.1514
H -0.53 1.84 -0.78  0.0923
H 1.71 2.30 0.20  0.0949

Arrangement ii

Here is one molecule with the formula C7H6 from the OMol25 dataset. Energies are from ωB97M-V with the def2-TZVPD basis set.

As for the charge: 0. For the frontier orbital gap, the calculation gives 0.315 Eh.

Last column: Löwdin charge in e.
Cartesian coordinates (Å):
C -2.66 -0.67 0.07  -0.1369
C -3.43 0.36 -0.12  0.0573
C -1.87 0.82 -0.01  -0.2737
C 1.72 -0.61 -0.18  0.0341
C -1.39 -1.31 0.10  0.0033
C 0.80 0.26 0.12  -0.1432
C -0.60 -0.12 0.07  -0.1766
H -1.66 1.50 -0.96  0.1662
H -1.84 1.50 0.94  0.1558
H 1.50 -1.61 -0.40  0.0609
H 2.65 -0.15 -0.34  0.0518
H -1.02 -2.28 0.23  0.0865
H 1.00 1.33 0.15  0.1144

arrangement ii is the most stable structure; the next one sits 53.3 kJ/mol above it.

Arrangement i

Here is one molecule with the formula C7H6 from the OMol25 dataset. Energies are from ωB97M-V with the def2-TZVPD basis set.

As for the charge: 0. As for the structure (SMILES): C#C/C=C\CC#C. For the frontier orbital gap, the calculation gives 0.353 Eh.

Last column: Löwdin charge in e.
Cartesian coordinates (Å):
C 2.18 0.02 -0.30  0.1590
C 1.25 -0.68 0.01  -0.1866
C 0.22 -1.41 0.45  -0.1395
C -1.06 -1.16 0.15  -0.0713
C -1.33 0.17 -0.48  -0.2082
C -0.51 1.21 0.10  -0.1877
C 0.26 2.10 0.38  0.0841
H 3.02 0.34 -0.74  0.0032
H 0.54 -2.38 0.79  0.1116
H -1.99 -1.51 0.51  0.1006
H -1.09 0.01 -1.56  0.1489
H -2.37 0.41 -0.24  0.1134
H 0.87 2.87 0.93  0.0725

Arrangement ii

Here is one molecule with the formula C7H6 from the OMol25 dataset. Energies are from ωB97M-V with the def2-TZVPD basis set.

As for the charge: 0. As for the structure (SMILES): C#C/C=C\CC#C. For the frontier orbital gap, the calculation gives 0.363 Eh.

Last column: Löwdin charge in e.
Cartesian coordinates (Å):
C -2.34 -1.27 0.44  0.1106
C -1.61 -0.41 0.11  -0.1522
C -1.15 0.88 -0.36  -0.1286
C 0.09 1.49 -0.24  -0.0582
C 1.21 0.71 0.55  -0.1923
C 1.44 -0.61 -0.07  -0.1655
C 1.62 -1.70 -0.50  0.1180
H -2.72 -2.22 0.81  0.0478
H -1.57 1.37 -1.22  0.0954
H 0.27 2.49 -0.61  0.0906
H 2.21 1.25 0.69  0.1321
H 0.78 0.52 1.52  0.1018
H 1.78 -2.50 -1.11  0.0005

arrangement ii is the most stable structure; the next one sits 43.2 kJ/mol above it.